63
Properties=species:S:1:pos:R:3 method="wB97M-V/def2-TZVPD" spin_multiplicity=2 relative_energy_kj_mol=0.00 e_homo_ev="-4.9484 / -4.6022" homo_lumo_gap_ev="7.447 / 7.102" fmax_ev_per_a=0.2 charge=-1
Cr -0.343 -0.187 -0.020
C -1.817 -2.648 -0.951
N -2.063 -1.465 -0.125
C -3.060 -0.585 -0.730
C -2.452 0.017 -2.003
N -1.007 0.125 -1.820
C -0.289 0.490 -2.942
C -0.536 1.646 -3.692
F -1.515 2.488 -3.314
C 0.228 2.003 -4.787
F -0.041 3.135 -5.458
C 1.294 1.216 -5.175
F 2.043 1.565 -6.231
C 1.572 0.062 -4.467
F 2.582 -0.723 -4.854
C 0.783 -0.291 -3.391
F 1.052 -1.442 -2.768
C -2.274 -1.833 1.273
C -0.945 -2.342 1.838
N 0.133 -1.580 1.218
C 1.418 -1.884 1.648
C 2.407 -2.293 0.748
F 2.091 -2.499 -0.529
C 3.715 -2.519 1.132
F 4.625 -2.915 0.236
C 4.085 -2.374 2.456
F 5.349 -2.610 2.839
C 3.133 -2.000 3.383
F 3.476 -1.860 4.673
C 1.834 -1.760 2.976
F 0.955 -1.377 3.923
H -2.699 -3.304 -0.954
H -0.958 -3.194 -0.566
H -1.585 -2.344 -1.968
H -3.265 0.203 -0.008
H -3.993 -1.121 -0.960
H -2.930 0.986 -2.182
H -2.687 -0.612 -2.876
H -3.060 -2.594 1.381
H -2.581 -0.930 1.797
H -0.833 -3.419 1.637
H -0.971 -2.234 2.929
C 1.269 2.655 -1.130
C 2.031 1.339 -1.019
O 3.118 1.228 -1.568
O 1.498 0.410 -0.283
H 1.681 3.351 -0.396
H 0.203 2.533 -0.938
H 1.437 3.085 -2.117
C 0.571 1.884 2.339
C -0.935 1.805 2.095
C -1.498 3.215 1.909
C -1.602 1.134 3.299
O -1.269 1.075 0.935
H 0.772 2.430 3.265
H 1.070 2.393 1.517
H 1.002 0.887 2.424
H -1.313 3.837 2.789
H -2.575 3.164 1.734
H -1.032 3.684 1.042
H -1.433 1.707 4.214
H -1.188 0.133 3.441
H -2.679 1.055 3.133